C6H8S | wB97M-V/def2-TZVPD

ORCA input file:
```
! wB97M-V def2-TZVPD RIJCOSX def2/J DEFGRID3
* xyz 0 1
C -0.057 2.535 0.129
C 0.061 1.078 -0.126
C 0.952 0.165 -0.542
C -0.013 -1.016 -0.533
C 0.294 -2.297 0.365
C -1.072 0.048 -0.116
S -2.635 0.073 0.232
H 0.068 2.633 1.321
H -1.039 2.937 -0.174
H 0.834 3.088 -0.260
H 2.080 0.118 -0.459
H -0.188 -1.233 -1.613
H -0.766 -2.758 0.588
H 0.700 -2.079 1.368
H 0.780 -3.294 -0.181
*
```

**Max |F|**: 3.633 eV/A
**HOMO level**: -8.54 eV
**ΔE to the lowest compared entry with this formula, charge and spin**: 227.6 kJ/mol
**Kohn-Sham gap**: 8.29 eV

Results of the natural (NBO) charge analysis, in e, for atoms 1 through 5: C -0.66; C -0.07; C -0.12; C -0.31; C -0.64